(1)
C4H6LiOPt | ωB97M-V with the def2-TZVPD basis set

Structure (XYZ):
```
13
Properties=species:S:1:pos:R:3:forces:R:3:mulliken_charge:R:1
Pt 1.782 2.655 0.241 0.91 1.21 -1.24 -0.131
O 0.320 1.796 1.306 0.31 0.59 1.61 -0.912
C 1.016 0.646 1.796 -0.41 0.54 -1.60 -0.702
C -1.691 -0.286 0.894 2.27 3.86 2.17 -0.572
C -0.767 -0.601 0.008 1.90 -1.68 -0.58 -0.207
C 1.160 -0.254 0.574 -1.90 -2.43 0.74 -0.372
Li -0.934 1.846 -0.041 0.58 -0.73 0.37 0.568
H -2.771 -0.447 0.913 0.36 0.17 -0.25 0.193
H 1.593 -0.365 -0.439 -0.20 2.33 0.36 0.347
H 1.923 0.784 2.407 0.26 0.71 -0.58 0.380
H 1.785 -1.090 0.956 -1.07 -0.83 0.37 0.220
H 0.356 0.240 2.584 -0.28 -0.78 -0.53 0.289
H -1.096 0.758 1.687 -2.72 -2.96 -0.84 -0.102
```
Forces are in eV/Å.

Properties
- HOMO energy (spin up / spin down) (eV) = -2.071 / -2.322
- LUMO (spin up / spin down) (eV) = 2.505 / 2.468
- net charge = -1
- F_max (eV/Å) = 4.980
- Kohn-Sham gap (spin up / spin down) (eV) = 4.58 / 4.79
- electronic energy (eV) = -9736.110
- spin multiplicity = 3

(2)
C4H6N | ωB97M-V with the def2-TZVPD basis set

Structure (XYZ):
```
11
Properties=species:S:1:pos:R:3:forces:R:3:mulliken_charge:R:1
N 0.391 0.579 -0.469 -3.32 -1.09 -4.03 -0.300
C -0.371 -0.282 0.445 0.60 -0.27 1.55 -0.099
C -0.542 -1.686 0.378 -0.11 1.05 0.87 -0.355
C 1.090 1.837 -0.337 -0.16 -0.10 2.32 -0.501
C -0.925 -2.785 0.789 1.90 4.56 -1.73 -0.141
H 1.167 2.259 -1.282 0.72 0.84 -1.50 0.382
H -1.414 -3.629 0.983 -1.45 -3.20 0.74 0.483
H -0.530 0.294 1.350 -0.49 -0.52 0.14 0.362
H -0.375 1.006 -1.159 0.83 -1.02 1.56 0.447
H 0.738 -0.073 -1.183 1.19 0.21 0.14 0.402
H 0.771 2.480 0.486 0.29 -0.46 -0.06 0.320
```
Forces are in eV/Å.

Properties
- HOMO energy (spin up / spin down) (eV) = -13.651 / -14.916
- LUMO (spin up / spin down) (eV) = -5.548 / -5.869
- net charge = +1
- F_max (eV/Å) = 5.335
- Kohn-Sham gap (spin up / spin down) (eV) = 8.10 / 9.05
- ΔE to the lowest compared entry with this formula, charge and spin (kcal/mol) = 124.4
- electronic energy (eV) = -5721.406

(3)
C4H6N | ωB97M-V with the def2-TZVPD basis set

Structure (XYZ):
```
11
Properties=species:S:1:pos:R:3:forces:R:3:mulliken_charge:R:1
N -1.331 0.448 -1.115 0.21 -0.62 0.31 -0.282
C -0.814 -0.662 -0.374 1.44 0.43 -1.13 -0.214
C 1.534 -0.887 0.822 1.12 1.55 -0.26 -0.720
C -1.237 1.619 -0.688 -0.23 1.38 -0.23 -0.099
C 0.403 -0.871 0.001 -1.59 0.49 -0.33 0.430
H 2.413 -0.361 0.298 -0.89 -1.22 0.48 0.346
H -0.692 2.050 0.147 0.01 -0.48 0.43 0.240
H 1.247 -0.263 1.677 0.44 -0.58 0.42 0.308
H -1.476 -1.453 -0.569 -0.78 -1.70 0.54 0.378
H -1.804 2.322 -1.274 0.06 0.45 -0.27 0.265
H 1.758 -1.941 1.075 0.22 0.30 0.03 0.347
```
Forces are in eV/Å.

Properties
- HOMO energy (spin up / spin down) (eV) = -15.240 / -15.240
- LUMO (spin up / spin down) (eV) = -7.130 / -7.129
- net charge = +1
- F_max (eV/Å) = 1.948
- Kohn-Sham gap (spin up / spin down) (eV) = 8.11 / 8.11
- ΔE to the lowest compared entry with this formula, charge and spin (kcal/mol) = 74.9
- electronic energy (eV) = -5723.551

(4)
C4H6N2 | ωB97M-V with the def2-TZVPD basis set

Structure (XYZ):
```
12
Properties=species:S:1:pos:R:3:forces:R:3:mulliken_charge:R:1
N 1.986 0.595 1.443 1.13 -0.01 -0.74 -0.401
N -0.139 -0.318 0.302 0.50 0.10 -0.23 -0.278
C -1.033 0.780 -0.022 0.11 0.19 -0.19 -0.388
C 2.033 0.148 0.375 -0.02 0.47 1.05 0.380
C -1.611 -0.487 0.482 0.03 -0.32 -0.33 -0.369
C 1.523 -0.465 -0.807 -0.95 -0.03 0.47 -0.379
H -1.223 0.991 -1.073 0.03 -0.03 0.08 0.209
H -1.882 -0.525 1.549 0.43 -0.29 -0.48 0.222
H -2.254 -1.099 -0.139 0.15 0.13 -0.28 0.262
H 1.597 0.170 -1.706 -0.65 -0.20 0.47 0.248
H -0.954 1.667 0.610 0.01 -0.19 -0.12 0.222
H 1.957 -1.456 -1.015 -0.77 0.19 0.31 0.272
```
Forces are in eV/Å.

Properties
- HOMO energy (spin up / spin down) (eV) = -9.000 / -8.997
- LUMO (spin up / spin down) (eV) = -0.382 / -0.381
- F_max (eV/Å) = 1.349
- Kohn-Sham gap (spin up / spin down) (eV) = 8.62 / 8.62
- ΔE to the lowest compared entry with this formula, charge and spin (kcal/mol) = 124.8
- electronic energy (eV) = -7220.177